The following is a quantum chemistry calculation of a cluster of 4 separate species, C24H66N9O5P3S2 in total, from OMol25.

Each line ends with the Mulliken charge.
Geometry (Å):
1 C -6.20010 2.38508 -4.66653  -0.836
2 C -7.16894 1.51303 -5.61800  -0.481
3 C -8.30302 0.70083 -4.76640  -0.448
4 C -9.66180 0.66827 -5.63044  -0.740
5 C -10.91512 1.40253 -4.95335  -0.607
6 S -10.65857 3.23009 -4.64334  0.081
7 S -9.55198 3.55537 -2.87762  -0.116
8 C -9.62522 3.96242 -6.05460  0.687
9 O -8.65126 4.70732 -5.75138  -0.510
10 O -9.89086 3.66743 -7.37154  -0.623
11 H -6.77406 3.15911 -4.04353  0.141
12 H -5.59876 1.64886 -4.02623  0.225
13 H -5.43568 2.98802 -5.28930  0.301
14 H -6.49165 0.73747 -6.15100  0.312
15 H -7.62794 2.14114 -6.46901  0.324
16 H -7.88855 -0.37729 -4.67535  0.277
17 H -8.41867 1.08435 -3.69621  0.324
18 H -9.44620 1.00652 -6.71165  0.382
19 H -9.95854 -0.45059 -5.72493  0.389
20 H -11.78051 1.34482 -5.72402  0.361
21 H -11.32616 0.85911 -4.01685  0.378
22 H -10.18285 4.56247 -2.11875  0.189
23 O -3.10852 1.45324 -2.80879  -0.786
24 P -1.88515 1.09157 -1.94336  0.922
25 N -2.51854 -0.44401 -1.51696  0.198
26 C -2.43549 -1.11913 -0.23701  -0.872
27 C -2.37932 -1.43746 -2.58199  -1.142
28 N -2.27469 2.29903 -0.77003  0.104
29 C -3.45929 2.14991 0.07040  -1.037
30 C -2.27876 3.65185 -1.33827  -1.087
31 N -0.41215 0.70949 -1.00273  0.062
32 C -0.12485 1.19218 0.34493  -0.958
33 C 0.77960 0.93146 -1.83674  -1.138
34 H -1.44555 -1.55639 -0.05402  0.297
35 H -3.16696 -1.93322 -0.19023  0.346
36 H -2.68266 -0.47060 0.60025  0.168
37 H -1.35577 -1.83203 -2.62194  0.311
38 H -2.60814 -1.00187 -3.55861  0.314
39 H -3.07360 -2.27163 -2.44388  0.358
40 H -4.34292 1.84808 -0.50310  0.248
41 H -3.69734 3.07932 0.59453  0.410
42 H -3.28627 1.42055 0.86087  0.256
43 H -3.19784 3.85795 -1.89870  0.274
44 H -1.43247 3.78570 -2.01994  0.372
45 H -2.17678 4.40324 -0.54961  0.338
46 H 0.05740 2.27016 0.37498  0.238
47 H 0.76791 0.69361 0.73801  0.432
48 H -0.92387 0.95008 1.04620  0.292
49 H 0.95472 2.00103 -1.99919  0.387
50 H 0.64848 0.45727 -2.81580  0.406
51 H 1.67313 0.49020 -1.38593  0.248
52 O 3.24916 2.34852 1.21062  -0.792
53 P 4.78090 2.51455 1.15358  0.880
54 N 5.00368 1.05280 0.28577  0.390
55 C 6.06341 0.07576 0.44053  -0.792
56 C 4.68195 1.17566 -1.13631  -1.237
57 N 4.93580 2.28263 2.85790  0.238
58 C 4.66176 0.97351 3.44635  -1.198
59 C 4.21171 3.29815 3.63083  -1.107
60 N 6.54662 2.79499 1.07224  -0.060
61 C 7.49041 2.53402 2.15486  -0.905
62 C 6.81043 4.14220 0.54249  -1.101
63 H 7.00868 0.40362 -0.01039  0.267
64 H 5.78145 -0.86764 -0.03923  0.283
65 H 6.25186 -0.18287 1.47994  0.157
66 H 5.49699 1.66567 -1.68426  0.307
67 H 3.77526 1.76899 -1.28474  0.329
68 H 4.49075 0.19797 -1.58893  0.377
69 H 3.73759 0.52874 3.06193  0.334
70 H 4.58158 1.03127 4.53493  0.495
71 H 5.48572 0.28517 3.26455  0.150
72 H 3.13602 3.09237 3.67082  0.274
73 H 4.34779 4.28988 3.18677  0.378
74 H 4.59369 3.35045 4.65465  0.334
75 H 7.35652 3.21300 3.00244  0.307
76 H 8.51670 2.65441 1.79053  0.376
77 H 7.42826 1.50656 2.51338  0.267
78 H 6.54965 4.91349 1.27615  0.355
79 H 6.21294 4.31673 -0.35884  0.349
80 H 7.85949 4.26380 0.25757  0.375
81 O 4.01276 -2.63121 3.94885  -0.797
82 P 3.55359 -4.07288 3.65476  0.869
83 N 3.35463 -3.77075 1.97905  0.300
84 C 2.31451 -4.26788 1.09998  -0.874
85 C 4.62047 -3.75216 1.24534  -1.192
86 N 2.07972 -3.85294 4.52960  0.161
87 C 1.04808 -2.95577 4.01494  -0.913
88 C 2.30931 -3.53064 5.94266  -1.098
89 N 3.08383 -5.77635 3.37168  -0.045
90 C 1.76307 -6.33948 3.63478  -0.898
91 C 4.09419 -6.67253 3.95597  -1.101
92 H 2.46542 -5.31800 0.81945  0.288
93 H 2.28892 -3.68213 0.17483  0.355
94 H 1.31812 -4.16716 1.52406  0.164
95 H 4.98052 -4.77120 1.05410  0.294
96 H 5.39455 -3.22434 1.80956  0.365
97 H 4.52105 -3.22825 0.29005  0.326
98 H 1.45886 -1.99895 3.67408  0.182
99 H 0.28641 -2.74692 4.77077  0.376
100 H 0.50472 -3.41891 3.19219  0.213
101 H 2.58414 -2.47915 6.08344  0.294
102 H 3.11678 -4.14663 6.35192  0.365
103 H 1.41490 -3.73857 6.53737  0.345
104 H 1.53052 -6.38546 4.70305  0.302
105 H 1.70780 -7.35909 3.23771  0.382
106 H 0.97347 -5.78660 3.12588  0.264
107 H 4.04548 -6.66269 5.05081  0.358
108 H 5.09886 -6.35268 3.65907  0.351
109 H 3.97062 -7.70097 3.60458  0.370

Cartesian forces (eV/Å) of the 2 atoms listed first:
0.159 -0.133 -0.657
0.689 0.076 0.275

## Properties
LUMO level (eV): -1.194
HOMO level (eV): -7.9005
Total charge: 0
Kohn-Sham gap (eV): 6.71

***

The following is a quantum chemistry calculation of a cluster of 9 separate species, C24H66O9 in total, from OMol25.

Each line ends with the Mulliken charge.
Geometry (Å):
1 C -15.87819 7.34651 -3.62789  -0.174
2 C -15.39992 7.35549 -2.16474  -0.472
3 O -16.25718 6.51383 -1.34705  -0.447
4 H -16.84811 7.83439 -3.72456  0.391
5 H -16.09651 6.34707 -4.00412  -0.331
6 H -15.07763 7.71169 -4.27120  0.173
7 H -15.27591 8.36246 -1.76631  0.361
8 H -14.42113 6.88691 -2.06215  0.210
9 H -16.05851 6.84925 -0.46977  0.286
10 C -10.88645 4.23198 -10.60507  -0.172
11 C -9.91548 4.79499 -9.54235  -0.454
12 O -10.03825 6.16143 -9.41152  -0.048
13 H -10.81906 3.14411 -10.59649  -0.080
14 H -10.70246 4.65271 -11.59362  0.563
15 H -11.89546 4.42462 -10.24052  -0.482
16 H -8.87528 4.56491 -9.77289  0.648
17 H -10.08165 4.33995 -8.56591  -0.120
18 H -9.20466 6.59299 -9.21028  0.110
19 C -11.69345 0.40359 -9.91402  -0.931
20 C -10.33332 0.53552 -9.29971  -0.008
21 O -9.80820 -0.78762 -9.16232  -0.514
22 H -11.70530 -0.20198 -10.82025  0.516
23 H -12.03577 1.40065 -10.19112  0.110
24 H -12.43129 -0.06126 -9.26010  0.223
25 H -10.37790 1.03518 -8.33201  -0.062
26 H -9.73246 1.07038 -10.03524  0.342
27 H -9.71995 -1.22061 -10.01458  0.301
28 C -17.46372 3.64590 -9.13816  -0.647
29 C -16.46487 2.76495 -10.01998  0.428
30 C -15.94134 3.46721 -11.29156  -1.308
31 O -15.35696 2.40173 -9.22340  -0.566
32 H -17.87164 3.01121 -8.35148  0.180
33 H -18.31355 3.97161 -9.73801  0.554
34 H -16.91346 4.48436 -8.71120  -0.379
35 H -16.93468 1.80482 -10.23335  0.430
36 H -16.78786 3.62829 -11.95907  0.435
37 H -15.22887 2.83794 -11.82495  0.307
38 H -15.44896 4.42221 -11.10817  -0.004
39 H -14.79341 3.17411 -9.13721  -0.102
40 C -16.75613 7.17450 -10.67152  -0.984
41 C -15.96433 7.97219 -9.62652  -0.207
42 C -16.53887 7.92322 -8.21776  -0.794
43 O -14.72465 7.41079 -9.51947  0.754
44 H -16.93717 6.17524 -10.27552  -0.220
45 H -16.18057 7.05443 -11.58936  0.377
46 H -17.72860 7.56922 -10.96577  0.645
47 H -15.88400 9.03644 -9.84789  0.178
48 H -15.93138 8.61998 -7.64018  0.345
49 H -16.36511 6.93055 -7.80243  -0.388
50 H -17.60286 8.15981 -8.21136  0.514
51 H -14.23820 7.74650 -10.27595  -0.387
52 C -11.21320 0.33611 -5.60796  -1.032
53 C -12.26736 0.20162 -4.49319  0.145
54 C -13.76152 0.40146 -4.89242  -0.890
55 O -12.24408 -1.13922 -4.03219  -0.582
56 H -11.02341 1.36021 -5.92938  0.211
57 H -11.53627 -0.32656 -6.41082  0.229
58 H -10.26436 -0.14659 -5.37386  0.386
59 H -12.05890 0.77558 -3.59030  0.359
60 H -14.02259 -0.09435 -5.82737  0.260
61 H -13.98003 1.45961 -5.03620  0.101
62 H -14.49258 0.12209 -4.13375  0.438
63 H -12.28295 -1.68331 -4.82215  0.355
64 C -16.88290 2.23903 -5.76693  -1.120
65 C -17.40450 3.39414 -4.87861  0.998
66 C -18.44937 4.23487 -5.64864  -0.967
67 O -18.09844 2.86639 -3.77249  -0.622
68 H -16.22188 2.53269 -6.58234  0.116
69 H -17.67794 1.66095 -6.23791  0.448
70 H -16.39654 1.48172 -5.15208  0.192
71 H -16.60915 4.06695 -4.55794  -0.126
72 H -18.77392 5.03489 -4.98324  0.437
73 H -19.25842 3.69168 -6.13699  0.330
74 H -17.92864 4.74007 -6.46210  -0.088
75 H -18.31913 3.62421 -3.22603  0.374
76 C -14.32988 5.39429 -6.55150  -1.405
77 C -13.35679 4.82838 -7.65811  2.858
78 C -13.08410 3.35460 -7.42554  -0.831
79 O -14.13701 4.79797 -8.80503  0.026
80 H -13.84493 5.10498 -5.61917  0.491
81 H -15.25959 4.82926 -6.61847  -0.311
82 H -14.41545 6.47796 -6.47128  0.453
83 H -12.41269 5.36243 -7.76559  -0.357
84 H -12.27429 3.32889 -6.69640  0.312
85 H -12.80252 2.81492 -8.32972  -0.149
86 H -13.93961 2.84792 -6.97890  -0.247
87 H -14.46817 5.68816 -8.94473  -0.546
88 C -11.41745 8.18473 -6.28717  -2.148
89 C -11.41390 7.11308 -5.14394  1.592
90 C -10.36364 6.01244 -5.43527  -1.516
91 O -11.13279 7.84252 -4.03920  -0.391
92 H -10.50887 8.78050 -6.37470  0.544
93 H -12.25041 8.88777 -6.28587  0.399
94 H -11.30530 7.69577 -7.25488  0.525
95 H -12.41977 6.71707 -5.00430  -0.518
96 H -9.57795 6.43505 -6.06151  0.213
97 H -10.62786 5.17111 -6.07592  0.193
98 H -9.86619 5.54811 -4.58378  0.429
99 H -11.03942 7.16938 -3.36113  0.334

Cartesian forces (eV/Å) of the 2 atoms listed first:
0.004 -0.472 0.753
0.065 -1.372 -0.665

## Properties
LUMO level (alpha / beta) (eV): 2.375 / 2.302
HOMO level (alpha / beta) (eV): 0.7034 / -7.4113
Total charge: -1
Multiplicity: 2
Kohn-Sham gap (alpha / beta) (eV): 1.67 / 9.71

***

| no. | E_tot (eV) | strongest force on any atom (Eh/bohr) |
| --- | --- | --- |
| 1 | -99130.625 | 0.18448 |
| 2 | -44382.338 | 0.06392 |